# 1
Formula: C5H4N2O2
Source: the OMol25 dataset
Level of theory: ωB97M-V with the def2-TZVPD basis set

XYZ file:
```
13
Properties=species:S:1:pos:R:3:forces:R:3
C -2.4336 -0.4885 -0.3897 1.49 1.61 7.66
C -1.1684 0.3826 -0.7218 3.03 -1.89 0.30
C -0.3535 1.4296 0.1366 -2.31 5.26 2.54
C 1.1024 0.9217 -0.1663 -5.99 -1.54 -1.11
C 0.3841 -0.2680 -0.5696 -0.12 -4.48 1.30
H -2.9862 -1.0503 -1.3977 1.13 1.38 3.61
H -1.2133 0.7125 -1.7182 -0.11 0.44 -1.47
H -0.6512 2.7595 0.0328 0.87 -4.22 -0.03
H -0.6364 1.1936 1.2406 0.89 0.49 -1.85
N 2.2009 0.5899 0.3473 2.04 -0.44 0.80
N 1.0574 -1.4464 -0.1185 -0.96 6.59 -2.42
O -2.5809 -0.4257 1.0774 -0.39 -1.38 -10.02
O 2.2676 -0.7599 0.2357 0.45 -1.82 0.70
```
Forces are in eV/Å.

## Properties
HOMO-LUMO gap (eV): 8.977
LUMO energy (eV): -1.31
Relative energy (zero: lowest compared OMol25 entry of this formula, charge and spin) (eV): 10.780
2S+1: 1

These are the Mulliken partial charges, in e, on atoms 1 to 2: atom 1 (C): -0.01, atom 2 (C): -0.18


# 2
Formula: C7H14O4
Source: the OMol25 dataset
Level of theory: ωB97M-V with the def2-TZVPD basis set

XYZ file:
```
25
Properties=species:S:1:pos:R:3:forces:R:3
C -2.4101 1.1716 -2.4018 1.16 -1.41 -0.04
O -0.9934 0.7806 -2.3330 -1.59 0.31 0.27
C -0.5782 0.4284 -1.0332 0.06 1.59 0.06
C -0.8794 -1.0105 -0.7184 0.14 -0.54 -0.98
C -0.6753 -1.3790 0.7519 -1.89 -2.73 -1.00
C 0.6645 -1.0960 1.2894 1.61 0.45 -0.06
C 1.1520 0.3775 1.3932 -0.42 0.14 -0.33
O 2.2756 0.4388 2.2275 -0.06 0.26 0.37
O 3.0921 -0.7173 1.9549 1.03 0.72 1.75
C 1.5290 1.1612 0.1135 -1.40 -0.39 -0.28
O 0.7875 0.8097 -1.0332 -0.41 -1.20 -0.93
H -2.7565 1.8059 -1.5835 0.36 -0.04 0.19
H -2.4490 1.7211 -3.3132 -0.34 0.38 -0.69
H -3.0677 0.2742 -2.4719 0.41 0.55 0.08
H -1.1528 1.0790 -0.3571 0.14 0.06 0.44
H -0.2386 -1.6165 -1.3976 -0.12 0.23 0.55
H -1.9110 -1.2082 -1.1039 0.59 0.11 0.70
H -0.8450 -2.5585 0.7828 0.37 2.34 0.19
H -1.4653 -0.9761 1.3729 -0.30 0.31 0.13
H 1.3592 -1.6416 0.6152 -0.04 0.26 0.81
H 0.7300 -1.4511 2.3337 0.17 -0.18 -0.59
H 0.4488 0.9810 1.9906 -0.21 -0.24 -0.38
H 3.4835 -0.6134 2.8570 0.33 -1.05 -1.15
H 2.5588 1.0156 -0.2048 0.13 -0.13 0.48
H 1.3414 2.2237 0.2688 0.29 0.20 0.41
```
Forces are in eV/Å.

## Properties
SMILES: CO[C@H]1CCC[C@@H](OO)CO1
HOMO-LUMO gap (eV): 10.243
LUMO energy (eV): 0.80
Relative energy (zero: lowest compared OMol25 entry of this formula, charge and spin) (eV): 3.796
2S+1: 1

These are the Mulliken partial charges, in e, on atoms 1 to 2: atom 1 (C): -0.74, atom 2 (O): -0.38


# 3
Formula: C13H25F3IrNO4P2
Source: the OMol25 dataset
Level of theory: ωB97M-V with the def2-TZVPD basis set

XYZ file:
```
49
Properties=species:S:1:pos:R:3:forces:R:3
C 0.9875 -1.4337 -3.4231 4.15 0.85 2.76
C 1.0582 -1.0835 -2.0539 -0.08 0.00 -1.13
N -0.1353 -0.9594 -1.3541 4.18 0.42 0.92
C -1.3132 -1.2536 -1.9380 -4.37 -1.17 -2.25
C -1.3898 -1.5698 -3.2891 0.63 0.35 -0.35
C -0.2221 -1.6622 -4.0369 -4.63 -0.76 -2.10
C 2.2686 -0.7476 -1.4096 -0.28 -0.63 0.11
P 2.1630 -0.4628 0.3626 1.81 -0.69 -0.61
Ir -0.0732 -0.2227 0.6524 2.61 0.38 1.49
P -2.3035 -0.1918 0.3949 -2.35 -0.49 -1.21
C -2.5859 -1.1962 -1.1164 0.09 0.19 0.23
O 1.8947 2.1394 -2.3997 0.90 -0.79 -0.41
O -0.7455 2.5374 -1.9843 0.58 0.17 0.15
H 1.9247 -1.4921 -3.9638 -0.09 -0.02 -0.03
H -2.3756 -1.6704 -3.7317 0.21 -0.20 -0.08
H -0.2657 -1.8835 -5.0960 -0.03 -0.02 0.13
C 2.9401 -1.8388 1.2237 0.20 -0.31 -0.09
C 3.2240 0.9480 0.7227 0.02 0.09 -0.01
H -3.4055 -0.7422 -1.6895 0.19 -0.16 -0.05
H -2.9476 -2.1911 -0.7971 0.27 0.20 -0.06
H 2.2594 1.2455 -2.1981 -0.43 0.78 -0.15
H 3.2188 -0.8501 -1.9521 -0.42 0.01 0.25
C -3.2270 -0.9201 1.7382 -0.29 -0.23 0.36
C -3.0155 1.4265 0.0911 -0.29 0.14 -0.01
H 0.5658 1.2992 0.1858 -1.43 0.52 -0.17
H -0.8225 3.4663 -1.7060 0.15 -0.44 -0.27
H 0.2215 2.3807 -2.1727 -0.98 0.36 0.12
H 2.2434 2.3291 -3.2902 -0.24 0.11 0.44
H 0.0453 -1.7535 1.0875 -0.39 -0.73 0.51
H -0.4211 1.2964 0.0393 0.85 1.26 -0.02
H 3.9785 -1.9248 0.8824 -0.12 -0.03 0.16
H 2.9020 -1.6333 2.2997 -0.01 0.00 -0.21
H 2.4010 -2.7646 1.0022 0.10 0.16 0.07
H 4.2568 0.6596 0.4904 -0.15 0.17 0.08
H 2.9181 1.8011 0.1093 0.15 -0.03 0.15
H 3.1209 1.1790 1.7889 0.07 0.00 -0.21
H -4.0770 1.3057 -0.1566 0.15 0.17 0.04
H -2.9177 2.0260 1.0027 -0.03 -0.06 -0.13
H -2.4733 1.9135 -0.7275 -0.19 -0.14 0.11
H -4.2923 -0.9346 1.4827 0.10 0.03 0.09
H -2.8814 -1.9436 1.9098 -0.03 0.18 0.04
H -3.0588 -0.3206 2.6404 -0.05 -0.18 -0.17
F 0.4971 2.1638 5.2217 -0.53 -0.99 -0.10
C -0.1559 1.0181 4.8902 0.01 0.15 0.48
F 0.0446 0.0868 5.8624 -0.11 0.91 -0.78
F -1.4843 1.2976 4.8540 1.00 -0.23 0.03
C 0.3887 0.4921 3.5152 0.27 -0.10 0.45
O 1.5965 0.2936 3.3998 -0.94 0.13 -0.17
O -0.5295 0.3413 2.6365 -0.24 0.66 1.60
```
Forces are in eV/Å.

## Properties
Total charge: +1
Expectation value of S²: 8.805
HOMO-LUMO gap (spin up / spin down) (eV): 6.607 / 5.498
LUMO energy (spin up / spin down) (eV): -2.40 / -7.25
Relative energy (zero: lowest compared OMol25 entry of this formula, charge and spin) (eV): 0.000
2S+1: 6

These are the Mulliken partial charges, in e, on atoms 1 to 2: atom 1 (C): -1.02, atom 2 (C): 0.98


# 4
Formula: C20H57BN7O3P2Si
Source: the OMol25 dataset
Level of theory: ωB97M-V with the def2-TZVPD basis set

XYZ file:
```
91
Properties=species:S:1:pos:R:3:forces:R:3
C 0.5756 -1.1300 3.1530 -0.82 -0.10 -0.32
C -0.1908 -2.3033 3.7351 0.37 0.16 0.15
N 0.3444 -3.4505 3.5713 0.04 -0.23 0.12
C -1.4572 -2.0529 4.4696 -0.20 0.04 0.02
B -2.8774 -2.6507 3.7524 -0.33 -0.42 0.24
C -2.6989 -3.1871 2.2196 0.11 0.42 -0.31
C -2.3740 -2.0777 1.2380 0.21 -0.49 0.34
O -1.7425 -2.6060 0.0373 -0.39 0.58 0.03
Si -1.6693 -1.6769 -1.3179 0.23 -0.68 -0.25
C -2.2571 0.0661 -1.1097 -0.19 0.08 0.04
C -2.6620 -2.5746 -2.6464 0.29 0.23 0.30
C 0.1242 -1.7303 -1.9062 -0.33 -0.19 0.39
H 1.4800 -0.9419 3.7276 0.07 0.11 -0.02
H 0.8098 -1.3556 2.1129 0.33 -0.02 0.02
H -0.0703 -0.2534 3.1522 0.21 0.23 0.10
H -0.2593 -4.1410 4.0220 0.02 -0.10 -0.08
H -1.5867 -0.9903 4.6825 0.15 0.09 -0.07
H -1.3629 -2.5493 5.4385 -0.08 -0.06 0.05
H -3.7639 -1.7925 3.8370 0.13 0.10 -0.12
H -3.2763 -3.6029 4.4379 0.06 0.02 -0.02
H -1.8921 -3.9208 2.1324 0.03 -0.07 0.09
H -3.6093 -3.6667 1.8443 -0.05 -0.19 0.17
H -3.2952 -1.5437 0.9888 0.01 0.10 -0.11
H -1.6812 -1.3601 1.6865 0.02 0.07 -0.02
H -1.7625 0.5785 -0.2850 0.08 0.04 0.01
H -2.0878 0.6138 -2.0356 0.09 0.12 -0.03
H -3.3322 0.1141 -0.9325 -0.05 -0.04 0.09
H -2.3101 -3.6069 -2.6275 -0.02 -0.08 -0.13
H -2.4274 -2.1313 -3.6155 -0.19 -0.09 -0.16
H -3.7337 -2.5767 -2.4544 -0.08 0.08 -0.10
H 0.7291 -1.9773 -1.0329 0.14 0.16 0.03
H 0.4687 -0.7961 -2.3445 0.10 -0.03 -0.15
H 0.2348 -2.5678 -2.5959 0.12 0.12 -0.22
O 4.4073 0.9498 3.4805 -2.35 -1.15 1.05
P 5.1801 -0.1326 4.1439 4.70 0.98 -1.01
N 6.0712 0.6791 5.3678 0.37 -0.42 -0.13
C 7.3844 1.2667 5.2269 0.04 0.04 -0.07
C 5.2328 1.3065 6.3793 -0.35 -0.14 -0.02
N 6.0667 -0.7202 2.7538 -0.02 0.16 -0.28
C 7.4996 -0.5798 2.6025 0.10 -0.24 0.16
C 5.4048 -0.4881 1.4715 -0.05 0.27 -0.01
N 5.2185 -1.6087 4.9138 -2.70 -0.09 0.22
C 6.1992 -2.0361 5.8865 0.09 0.29 0.39
C 4.3782 -2.6639 4.3418 0.12 -0.05 -0.18
H 7.8536 1.3361 6.2132 -0.07 0.10 0.03
H 7.3638 2.2714 4.7810 0.06 -0.01 -0.01
H 8.0471 0.6405 4.6367 -0.10 0.05 -0.03
H 4.8791 0.5688 7.1107 -0.02 0.03 0.00
H 4.3560 1.7925 5.9410 0.03 0.02 0.00
H 5.7929 2.0674 6.9213 0.11 -0.03 -0.05
H 7.8234 0.4699 2.5516 0.07 -0.05 -0.06
H 7.8096 -1.0578 1.6705 -0.06 -0.03 -0.02
H 8.0490 -1.0915 3.3974 -0.04 0.12 0.08
H 5.5746 0.5255 1.0844 -0.04 -0.01 -0.02
H 4.3314 -0.6343 1.5530 -0.01 0.04 0.03
H 5.7818 -1.2096 0.7419 0.09 -0.02 0.06
H 7.2265 -1.9291 5.5256 -0.02 0.01 -0.02
H 6.0350 -3.0910 6.1066 -0.09 -0.02 -0.13
H 6.1130 -1.4976 6.8316 0.04 0.06 -0.03
H 4.9389 -3.2746 3.6262 0.01 0.00 0.02
H 3.5191 -2.2401 3.8194 0.02 0.00 -0.01
H 3.9762 -3.3086 5.1235 -0.01 0.05 0.03
O -3.3636 1.9651 -3.6023 2.99 -0.04 -0.81
P -3.6668 2.4297 -4.9834 -4.98 0.94 0.63
N -4.2232 4.0337 -4.7348 -0.37 -0.12 -0.63
C -5.5874 4.4483 -4.4832 -0.06 -0.01 0.05
C -3.2125 4.9150 -4.1681 0.36 -0.17 -0.04
N -4.8517 1.2212 -5.3928 0.34 -0.03 -0.40
C -6.2637 1.5132 -5.4998 -0.08 -0.17 -0.12
C -4.5730 -0.0648 -4.7463 -0.33 0.14 0.33
N -3.1553 2.7172 -6.5442 2.46 -0.71 0.55
C -3.6401 3.7655 -7.4165 -0.07 0.43 0.12
C -2.3913 1.6537 -7.1872 -0.16 -0.15 -0.07
H -5.6992 5.4988 -4.7679 0.06 0.04 0.11
H -5.8837 4.3395 -3.4314 -0.05 0.00 -0.02
H -6.2969 3.9063 -5.1000 0.07 -0.04 0.07
H -2.5149 5.2639 -4.9412 0.01 0.01 0.04
H -2.6294 4.4201 -3.3858 -0.04 0.01 0.02
H -3.6779 5.7928 -3.7229 -0.11 -0.02 -0.04
H -6.7035 1.8518 -4.5515 -0.08 -0.01 -0.05
H -6.7943 0.6052 -5.7953 0.06 -0.05 0.00
H -6.4705 2.2484 -6.2815 0.07 0.06 0.08
H -4.8917 -0.0684 -3.6979 0.08 -0.13 0.01
H -3.5097 -0.2875 -4.7667 0.02 0.03 0.04
H -5.0832 -0.8755 -5.2724 -0.11 0.15 -0.13
H -4.7289 3.7605 -7.5153 0.01 -0.03 0.03
H -3.2180 3.6171 -8.4110 0.04 -0.15 0.04
H -3.3323 4.7580 -7.0853 -0.06 -0.01 0.06
H -3.0404 0.9833 -7.7616 0.01 0.01 -0.01
H -1.8678 1.0537 -6.4409 -0.05 -0.01 0.03
H -1.6292 2.0657 -7.8511 -0.01 0.05 0.02
```
Forces are in eV/Å.

## Properties
Total charge: -1
HOMO-LUMO gap (eV): 6.771
LUMO energy (eV): 2.00
2S+1: 1

These are the Mulliken partial charges, in e, on atoms 1 to 2: atom 1 (C): -1.05, atom 2 (C): 1.23


In order of appearance, DFT total energy = -452.54210; -575.91745; -1952.24169; -2402.32011 hartree.